Density functional theory data (ωB97M-V with the def2-TZVPD basis set) for 9 unconnected molecules or ions with the total composition C39H79BrIN11O15.

Calculated values
total energy: -6135.8851 a.u.
Kohn-Sham gap: 8.09 eV
charge: 0
E_HOMO: -0.3032 Eh
SMILES: CCCN[C@@]1(CC(=O)Br)OC(=O)[C@](CCOC(C)=O)(CON=O)[C@]1(I)CN.CN(C)C=O.CN(C)C=O.CN(C)C=O.CN(C)C=O.CN(C)C=O.CN(C)C=O.CN(C)C=O.CN(C)C=O

Geometry as XYZ:
```
146
Properties=species:S:1:pos:R:3:forces:R:3
C 1.453034 0.580902 1.511104 -1.2 1.1 -0.7
C 0.510483 1.807165 1.329366 0.3 -0.6 1.0
C -0.877715 1.578601 2.018512 1.1 0.8 -0.8
N -2.033674 1.659997 1.092052 0.1 -0.2 1.3
C -2.606371 0.409466 0.793502 0.6 -0.5 -1.0
C -1.517222 -0.520676 0.253129 0.0 -0.6 -0.7
C -0.784044 0.017843 -0.951909 0.1 -4.2 2.6
O -0.886779 1.020695 -1.441211 -0.5 5.1 -2.7
Br 0.504517 -1.267674 -1.764082 -0.1 -0.6 -0.1
O -3.024421 -0.331550 1.983756 0.2 0.3 1.1
C -4.188578 0.279594 2.383118 0.9 -1.2 -6.2
O -4.449641 0.683562 3.409458 -1.2 1.3 5.3
C -5.002673 0.284323 1.066804 -0.8 -1.4 -0.6
C -6.362969 0.983648 1.031942 1.0 1.2 0.4
C -6.395929 2.461166 1.489801 -0.7 -0.1 -0.1
O -5.143481 2.982207 1.930146 -0.2 -0.5 -0.7
C -5.154151 4.341740 2.068449 -0.5 -0.6 -3.5
C -5.310433 5.247932 0.869241 -0.6 -0.6 -0.6
O -5.051859 4.792747 3.119125 0.7 1.9 4.9
C -5.395267 -1.256743 1.046709 -0.5 0.3 1.5
O -6.530654 -1.542919 0.212614 0.7 0.1 -0.3
N -6.225428 -2.699605 -0.543377 0.3 0.0 -0.2
O -6.694288 -2.641782 -1.603884 -0.5 -0.2 0.0
C -3.949328 0.520266 -0.047093 0.8 0.3 -0.6
I -4.000972 2.474145 -1.062605 -0.5 -0.2 0.3
C -4.110146 -0.473224 -1.282045 -0.4 1.1 0.1
N -3.502881 -0.017824 -2.530432 0.4 -0.8 0.5
H 1.129094 -0.062533 2.331452 -0.1 0.2 0.0
H 1.457447 -0.031203 0.603609 0.1 0.4 0.3
H 2.464110 0.890961 1.761162 0.0 0.0 -0.3
H 1.013704 2.608152 1.849313 -0.2 0.4 -0.1
H 0.444093 2.121629 0.288557 -0.3 -0.2 0.0
H -0.808082 0.656466 2.600623 -0.4 0.0 -0.1
H -1.000590 2.372440 2.744890 -0.2 0.1 0.0
H -2.705822 2.269751 1.544591 -0.3 0.0 -0.4
H -0.775026 -0.760625 1.016172 0.0 0.1 0.0
H -1.946263 -1.475791 -0.048506 0.0 -0.1 0.1
H -6.714561 0.947242 0.004946 -0.2 -0.2 0.0
H -7.028502 0.433197 1.691652 -0.2 -0.1 -0.2
H -7.118104 2.553663 2.308441 0.2 0.0 0.1
H -6.809921 3.067230 0.682136 0.3 0.0 -0.1
H -6.258912 5.023185 0.374909 0.1 0.0 -0.1
H -4.541333 5.081376 0.120518 0.1 0.1 0.1
H -5.373494 6.279566 1.188920 0.3 0.0 0.2
H -4.549408 -1.905652 0.849168 -0.1 0.0 -0.3
H -5.701754 -1.475651 2.077682 -0.1 -0.1 -0.1
H -3.786163 -1.481118 -1.029328 -0.1 0.0 0.1
H -5.182199 -0.466710 -1.474256 -0.1 -0.3 0.3
H -2.783641 -0.660734 -2.834069 0.0 0.1 -0.2
H -4.216258 0.061495 -3.235173 0.1 0.0 -0.3
C 2.789402 -2.314559 0.643199 0.2 0.1 0.2
O 2.690515 -1.439043 1.488556 1.0 -1.7 0.0
N 2.832594 -3.633845 0.892296 0.1 0.0 -0.2
C 2.941128 -4.620301 -0.169645 -0.2 -0.1 0.1
C 2.764635 -4.091319 2.268878 0.0 0.2 0.0
H 2.845654 -2.080605 -0.432046 0.1 0.0 0.0
H 2.068990 -5.276404 -0.131304 0.3 0.1 -0.2
H 3.849030 -5.206548 -0.022522 -0.1 -0.1 -0.2
H 2.983219 -4.136081 -1.145688 0.0 0.2 0.1
H 1.833468 -3.749589 2.722797 0.0 -0.1 0.1
H 3.598241 -3.671236 2.836097 -0.1 0.0 0.1
H 2.808723 -5.176896 2.300596 0.0 0.0 -0.1
C 6.114257 -5.717572 1.182929 -0.1 0.1 0.1
O 5.589694 -6.812813 1.195549 0.1 -0.1 0.0
N 7.441794 -5.492658 1.223183 0.0 0.2 0.0
C 7.995576 -4.152988 1.205238 0.1 -0.3 0.0
C 8.341866 -6.630995 1.286557 -0.3 -0.1 0.0
H 5.521253 -4.787539 1.137863 0.1 0.1 0.0
H 8.643287 -4.036059 0.333591 0.0 0.1 0.0
H 8.580818 -3.986289 2.112080 0.0 0.1 0.0
H 7.199704 -3.412331 1.156798 0.0 0.0 0.0
H 8.189803 -7.267100 0.413595 0.1 -0.1 0.1
H 8.127843 -7.217692 2.180808 0.1 -0.1 0.0
H 9.373635 -6.289053 1.313240 0.0 0.1 0.0
C 3.290192 4.450725 0.052828 0.0 -0.1 0.0
O 2.828492 4.222179 1.153376 0.0 0.1 0.1
N 2.631864 5.068910 -0.944356 0.2 0.0 -0.2
C 3.239257 5.310423 -2.242753 -0.5 0.0 0.4
C 1.267130 5.506130 -0.709533 0.1 -0.2 0.2
H 4.317790 4.156154 -0.224583 0.0 0.0 0.0
H 3.258692 6.382938 -2.442549 0.1 0.0 -0.2
H 2.655386 4.811965 -3.014498 0.1 0.1 -0.1
H 4.255727 4.927621 -2.266244 0.0 0.0 0.0
H 1.246283 6.210971 0.123529 -0.1 0.0 0.0
H 0.646412 4.647230 -0.448753 -0.1 0.1 0.0
H 0.871272 5.984457 -1.602386 0.1 0.0 0.0
C 5.174213 5.233356 -5.565920 0.1 0.1 0.0
O 4.201274 5.375983 -4.846510 0.0 0.0 -0.2
N 5.550386 4.071913 -6.123770 0.1 0.0 -0.1
C 6.721838 3.967618 -6.972619 -0.2 -0.2 0.1
C 4.754220 2.881568 -5.865992 -0.1 0.2 0.1
H 5.841105 6.074091 -5.821961 0.0 0.0 0.0
H 6.425207 3.617706 -7.963227 0.1 0.0 0.0
H 7.426721 3.256970 -6.536957 0.1 0.0 -0.1
H 7.209548 4.935356 -7.070185 0.0 0.0 0.0
H 3.732422 3.042454 -6.211757 0.0 -0.1 0.0
H 4.727665 2.684005 -4.793858 -0.1 -0.1 0.0
H 5.183102 2.027430 -6.383239 0.1 0.1 0.0
C 0.784657 4.990851 -7.742779 0.0 -0.1 0.1
O 0.044451 4.365842 -8.475833 0.0 0.0 -0.1
N 1.254684 6.228268 -7.994408 0.1 0.1 0.1
C 2.138522 6.917086 -7.073403 -0.2 0.0 -0.2
C 0.860825 6.886881 -9.227336 -0.1 -0.3 0.0
H 1.142290 4.580276 -6.782241 0.0 0.1 0.0
H 1.670729 7.849119 -6.748183 0.1 0.0 0.1
H 3.081451 7.142344 -7.577996 0.1 0.1 0.1
H 2.342757 6.298921 -6.201806 0.0 0.0 0.0
H -0.225043 6.985450 -9.259631 0.0 0.0 -0.1
H 1.176519 6.285714 -10.081245 -0.1 0.1 -0.1
H 1.318108 7.871605 -9.285714 0.0 0.0 0.1
C -0.482891 -6.802418 0.864109 0.0 -0.1 0.1
O 0.615132 -6.279034 0.767606 -0.2 -0.1 0.1
N -1.522918 -6.548937 0.058669 -0.2 -0.1 0.0
C -2.810747 -7.204802 0.228538 0.4 0.3 -0.4
C -1.351663 -5.586333 -1.016097 0.2 0.0 0.2
H -0.710585 -7.544870 1.646780 0.0 0.0 0.0
H -3.055591 -7.760308 -0.679620 -0.1 0.0 0.1
H -3.578218 -6.452987 0.409677 -0.1 -0.1 0.1
H -2.785303 -7.889255 1.065940 0.0 0.0 0.0
H -0.552690 -5.917152 -1.681493 0.0 0.1 -0.1
H -1.071686 -4.616260 -0.599713 0.0 0.0 -0.1
H -2.277112 -5.488769 -1.578500 0.0 -0.1 0.0
C 0.447117 2.307089 5.135303 0.0 -0.1 0.0
O 0.872753 2.368280 3.999181 0.2 0.1 0.6
N 0.708515 3.206043 6.102272 -0.1 0.0 0.2
C 0.168614 3.078492 7.440776 0.2 0.2 -0.2
C 1.561373 4.339995 5.785432 0.0 -0.2 -0.2
H -0.208500 1.484462 5.472368 0.0 0.0 0.0
H -0.444059 3.952084 7.673546 0.0 -0.1 0.1
H 0.987150 3.011924 8.161021 -0.1 0.0 0.1
H -0.446216 2.184194 7.519970 0.0 0.0 -0.1
H 1.117021 4.916827 4.973573 0.1 0.0 0.0
H 2.538256 3.982942 5.457534 0.0 0.1 0.0
H 1.679045 4.973382 6.661511 -0.1 -0.1 0.0
C -5.236372 -8.007199 3.277314 -0.1 -0.1 0.0
O -4.691981 -8.045983 2.189199 -0.1 0.0 0.2
N -5.038202 -7.049464 4.199109 -0.1 0.0 0.1
C -5.718239 -7.058745 5.480245 0.2 0.2 -0.1
C -4.111036 -5.971009 3.897679 0.0 -0.2 -0.2
H -5.955812 -8.778312 3.600136 0.0 0.0 0.0
H -6.313965 -6.149833 5.584655 0.0 0.0 0.1
H -4.981611 -7.099572 6.284940 -0.1 0.0 0.1
H -6.374596 -7.922951 5.557009 0.0 0.0 -0.1
H -4.445605 -5.439744 3.005281 0.1 0.1 0.0
H -3.120154 -6.383530 3.701765 0.0 0.1 0.0
H -4.058044 -5.279583 4.734530 0.0 0.0 0.0
```
Positions in Å, forces in eV/Å.